1.
{
  "formula": "C2H5NO2",
  "method": "the ωB97M-V functional and the def2-TZVPD basis",
  "orbital_gap_ev": 10.53,
  "spin_multiplicity": 1,
  "molar_mass_da": 75.1,
  "smiles": "N=C=O.CO",
  "homo_energy_ev": -10.06,
  "total_energy_ev": -7739.7351,
  "elements": ["C", "O", "C", "O", "N", "H", "H", "H", "H", "H"],
  "positions_angstrom": [[1.53454, 0.14645, -0.44857], [0.63948, 0.52111, -1.46645], [-1.56679, -0.30435, 1.30970], [-1.18157, -0.40342, 2.40618], [-1.83161, -0.16739, 0.12634], [1.38378, 0.71194, 0.48577], [2.54533, 0.36175, -0.80698], [1.48483, -0.92748, -0.20683], [-0.25445, 0.35094, -1.13677], [-2.75353, -0.28954, -0.26238]]
}

---

2.
{
  "formula": "C2H5NO2PS",
  "method": "the ωB97M-V functional and the def2-TZVPD basis",
  "orbital_gap_ev": [7.10, 7.10],
  "spin_multiplicity": 1,
  "molar_mass_da": 138.1,
  "homo_energy_ev": [-3.54, -3.54],
  "total_energy_ev": -27862.6891,
  "total_charge": -1,
  "elements": ["C", "C", "N", "O", "O", "P", "S", "H", "H", "H", "H", "H"],
  "positions_angstrom": [[-0.72745, -0.83183, 0.01852], [-1.27469, 0.54393, -0.29494], [0.54904, -1.10942, -0.45149], [1.50829, -0.77247, 0.67359], [-0.73805, 1.62088, 0.43799], [2.18995, 0.54597, -0.04319], [4.13373, 0.19194, -0.34798], [-1.00626, -1.12354, 1.23111], [-1.40627, -1.60689, -0.43249], [-2.44832, 0.58948, -0.19180], [-0.91205, 0.68174, -1.32907], [0.13208, 1.27021, 0.72976]]
}

---

3.
{
  "formula": "C2H5NO2S",
  "method": "the ωB97M-V functional and the def2-TZVPD basis",
  "orbital_gap_ev": [9.33, 9.33],
  "spin_multiplicity": 1,
  "molar_mass_da": 107.1,
  "homo_energy_ev": [-9.78, -9.78],
  "total_energy_ev": -18571.0007,
  "elements": ["C", "C", "N", "O", "O", "S", "H", "H", "H", "H", "H"],
  "positions_angstrom": [[0.70456, -0.14912, -0.37824], [-0.19612, 0.60021, 0.54880], [-1.33611, -1.49649, 0.39681], [-2.40061, 0.58299, -0.90969], [0.31023, -1.49459, -0.38059], [-1.89710, 0.03494, 0.31122], [0.66140, 0.37987, -1.47450], [1.68833, -0.00114, -0.05358], [0.10731, 0.34135, 1.63455], [-0.02213, 1.69994, 0.67193], [-1.58002, -2.32750, -0.09708]]
}

---

4.
{
  "formula": "C2H5NO2S2",
  "method": "the ωB97M-V functional and the def2-TZVPD basis",
  "orbital_gap_ev": 9.16,
  "spin_multiplicity": 1,
  "molar_mass_da": 139.2,
  "smiles": "NC(S)(S)C(=O)O",
  "homo_energy_ev": -9.36,
  "total_energy_ev": -29409.5103,
  "elements": ["C", "C", "N", "O", "O", "S", "S", "H", "H", "H", "H", "H"],
  "positions_angstrom": [[-1.08158, -0.04330, 0.81611], [0.15267, -0.37502, 0.00993], [0.13453, 0.30649, -1.28132], [-1.30840, -0.47975, 1.87863], [-1.77559, 0.94540, 0.23657], [0.56189, -2.00898, -0.04359], [1.51794, 0.93583, 1.10982], [0.41095, 1.23106, -1.36241], [-1.28276, 1.22760, -0.50029], [0.66672, -0.17498, -1.95346], [-0.27534, -2.27070, 1.02060], [2.27898, 0.70635, 0.06942]]
}

---

5.
{
  "formula": "C2H5NO2Si",
  "method": "the ωB97M-V functional and the def2-TZVPD basis",
  "orbital_gap_ev": [6.15, 7.38],
  "spin_multiplicity": 3,
  "molar_mass_da": 103.2,
  "homo_energy_ev": [-5.65, -11.11],
  "total_energy_ev": -15611.3962,
  "s2": 2.036,
  "elements": ["C", "C", "N", "O", "O", "Si", "H", "H", "H", "H", "H"],
  "positions_angstrom": [[0.41766, -0.93260, 0.03393], [1.72219, -0.23384, 0.08462], [-0.53661, -0.09436, 0.38030], [0.28651, -2.21952, -0.32300], [-1.90375, -0.55702, 0.18780], [-1.75522, 1.05658, -0.19351], [1.80574, 0.40317, 1.04569], [1.96254, 0.42630, -0.76728], [2.42991, -0.91374, 0.21586], [-2.35384, 1.78498, 0.93639], [-2.07513, 1.28004, -1.60080]]
}

---

6.
{
  "formula": "C2H5NO3",
  "method": "the ωB97M-V functional and the def2-TZVPD basis",
  "orbital_gap_ev": 11.12,
  "spin_multiplicity": 1,
  "molar_mass_da": 91.1,
  "smiles": "NC=O.O=CO",
  "homo_energy_ev": -10.21,
  "total_energy_ev": -9787.4825,
  "elements": ["C", "N", "O", "H", "H", "H", "O", "C", "O", "H", "H"],
  "positions_angstrom": [[0.55758, -2.31221, 4.76345], [-0.65449, -2.84259, 5.14878], [0.81711, -1.81961, 3.69967], [1.12290, -2.11221, 5.69808], [-1.08734, -2.62029, 6.02912], [-1.33243, -3.13082, 4.46008], [1.35788, 3.07336, -5.52321], [0.31651, 2.61694, -5.88440], [-0.70893, 3.33595, -6.37333], [0.03512, 1.55918, -5.83264], [-0.42392, 4.25230, -6.18560]]
}